Formula: C5H12N2O
Source: OMol25
Level of theory: ωB97M-V/def2-TZVPD

Geometry as XYZ:
```
20
C5H12N2O (ωB97M-V/def2-TZVPD)
C 0.60 1.13 0.15
N -0.81 1.60 -0.10
C -1.07 2.95 0.24
O -0.17 3.73 0.26
C 0.53 -0.38 -0.14
C 1.82 -1.10 0.44
N -0.75 -1.02 0.09
C -1.19 -1.97 -0.81
H 0.89 1.30 1.18
H 1.34 1.63 -0.53
H -1.52 1.06 0.18
H -2.08 3.26 0.37
H 0.83 -0.51 -1.19
H 1.71 -1.29 1.48
H 1.99 -2.04 -0.07
H 2.84 -0.36 0.45
H -0.79 -1.28 1.06
H -1.00 -1.68 -1.81
H -2.28 -2.04 -0.78
H -0.87 -2.95 -0.47
```

2S+1   1
Highest occupied orbital energy   -8.88 eV
Energy relative to the best compared isomer or geometry (same formula, charge and spin)   2.502 eV
F_max   5.59 eV/Å
HOMO-LUMO gap   9.75 eV
LUMO   0.87 eV
SMILES   CN[C@H](C)CNC=O

Formula: C27H41O5RhSi
Source: OMol25
Level of theory: ωB97M-V/def2-TZVPD

Geometry as XYZ:
```
75
C27H41O5RhSi (ωB97M-V/def2-TZVPD)
C 1.64 1.91 -3.10
C 1.14 2.19 -1.67
C 1.78 0.39 -3.21
C 1.71 -0.21 -1.78
H 2.74 0.16 -3.68
H 0.98 0.00 -3.86
C 1.59 1.03 -0.80
H 0.04 2.21 -1.67
H 1.49 3.18 -1.34
C 0.97 1.17 0.72
H 2.65 1.19 -0.56
H 2.71 -0.61 -1.55
C 0.79 -1.35 -1.78
C 0.70 2.50 -4.15
C 2.96 2.58 -3.52
O 3.79 2.04 -4.24
O -0.52 2.53 -4.04
O 1.35 2.99 -5.22
O 3.11 3.84 -3.10
C 4.22 4.47 -3.77
H 4.20 5.50 -3.43
H 4.07 4.40 -4.85
H 5.16 3.97 -3.50
C 0.51 3.58 -6.21
H -0.28 2.88 -6.53
H 1.17 3.81 -7.04
H 0.05 4.49 -5.82
O 0.36 0.12 0.70
H 0.50 2.11 0.97
H 1.90 0.89 1.23
C 1.16 -2.54 -1.01
C -0.56 -1.15 -2.32
H -0.69 -1.57 -3.34
H -0.81 -0.08 -2.38
H -1.32 -1.63 -1.68
H 0.31 -2.91 -0.42
H 1.97 -2.31 -0.31
H 1.50 -3.38 -1.65
Rh -0.74 -0.04 2.12
C -0.21 -1.00 3.92
C 0.96 -0.64 3.22
C 0.79 0.74 2.90
H 1.74 -1.30 2.81
C -0.31 1.20 3.60
C -1.00 0.13 4.06
H -1.95 0.17 4.56
H -0.54 -2.01 4.20
H 1.61 1.38 2.65
H -0.55 2.24 3.73
C -2.66 -0.24 1.21
C -2.74 0.21 2.51
C -2.22 1.44 2.55
H -3.19 -0.36 3.32
C -1.31 1.60 1.49
C -1.62 0.58 0.61
H -1.49 0.56 -0.45
H -3.12 -1.14 0.76
H -2.26 2.10 3.41
H -0.91 2.56 1.24
C -3.01 -4.36 1.69
Si -1.99 -3.18 2.80
C -3.22 -2.61 4.08
C -0.90 -4.42 3.75
C -0.93 -2.07 1.63
H -3.56 -5.09 2.31
H -2.37 -4.94 1.00
H -3.75 -3.82 1.09
H -3.62 -3.52 4.56
H -2.79 -1.98 4.86
H -4.08 -2.10 3.62
H -0.49 -5.19 3.08
H -0.05 -3.95 4.26
H -1.49 -4.95 4.52
H 0.14 -2.32 1.67
H -1.19 -2.08 0.56
```

2S+1   5
Highest occupied orbital energy (alpha / beta)   2.13 / 2.63 eV
F_max   11.72 eV/Å
HOMO-LUMO gap (alpha / beta)   2.11 / 1.75 eV
Charge   -2
LUMO (alpha / beta)   4.24 / 4.39 eV

Formula: C34H42BN9ReS
Source: OMol25
Level of theory: ωB97M-V/def2-TZVPD

Geometry as XYZ:
```
88
C34H42BN9ReS (ωB97M-V/def2-TZVPD)
Re 0.10 -0.43 -1.23
C -2.74 0.54 1.92
C -1.89 0.68 0.85
N -1.00 -0.30 0.50
C -0.88 -1.42 1.32
C -1.73 -1.61 2.44
C -2.69 -0.60 2.73
C -1.58 -2.79 3.18
C -0.67 -3.75 2.79
C 0.15 -3.57 1.68
C 0.07 -2.38 0.96
N 0.78 -2.04 -0.22
C 1.72 -2.83 -0.86
C 2.55 -3.79 -0.30
C 3.44 -4.53 -1.10
C 3.53 -4.34 -2.45
C 2.75 -3.32 -3.06
C 2.79 -3.01 -4.44
C 2.03 -2.00 -4.94
C 1.23 -1.25 -4.06
N 1.17 -1.51 -2.77
C 1.88 -2.56 -2.26
H -3.43 1.34 2.12
H -1.89 1.56 0.23
H -3.38 -0.74 3.55
H -2.22 -2.95 4.04
H -0.60 -4.68 3.35
H 0.81 -4.37 1.38
H 2.54 -3.95 0.76
H 4.06 -5.27 -0.63
H 4.20 -4.92 -3.06
H 3.44 -3.59 -5.08
H 2.04 -1.75 -5.99
H 0.64 -0.42 -4.41
B -3.20 0.15 -2.46
N -2.86 -1.35 -2.31
C -3.70 -2.39 -2.37
C -3.01 -3.55 -2.06
C -1.71 -3.11 -1.82
N -1.63 -1.79 -1.97
N -2.01 0.88 -3.16
C -2.11 1.70 -4.21
C -0.90 2.34 -4.41
C -0.08 1.85 -3.41
N -0.76 0.97 -2.65
H -4.15 0.25 -3.21
H -3.41 0.66 -1.40
H -4.73 -2.23 -2.63
H -3.38 -4.55 -2.02
H -0.84 -3.68 -1.55
H -3.05 1.77 -4.74
H -0.66 3.06 -5.17
H 0.95 2.07 -3.20
C 2.86 0.30 1.14
C 2.86 0.86 -0.29
C 3.78 0.01 -1.17
C 3.40 2.29 -0.27
C 1.44 0.86 -0.84
H 3.87 0.31 1.54
H 2.47 -0.72 1.16
H 2.23 0.92 1.78
H 4.81 0.13 -0.84
H 3.72 0.31 -2.22
H 3.54 -1.05 -1.09
H 4.43 2.31 0.12
H 2.79 2.93 0.37
H 3.42 2.72 -1.27
H 1.11 1.89 -1.07
C -1.87 5.27 1.95
N -1.60 4.41 3.09
C -1.32 5.20 4.29
C -0.72 3.35 2.87
S 0.37 3.34 1.61
N -0.81 2.34 3.75
C -1.85 2.24 4.76
C 0.10 1.21 3.67
H -2.72 5.91 2.22
H -2.13 4.67 1.09
H -1.01 5.90 1.69
H -0.49 5.89 4.11
H -1.06 4.56 5.13
H -2.20 5.78 4.56
H -2.66 2.92 4.52
H -1.47 2.46 5.76
H -2.24 1.22 4.75
H 0.23 0.92 2.63
H -0.34 0.37 4.21
H 1.08 1.45 4.09
```

2S+1   4
Highest occupied orbital energy (alpha / beta)   -4.66 / -7.04 eV
Energy relative to the best compared isomer or geometry (same formula, charge and spin)   0.000 eV
F_max   0.31 eV/Å
HOMO-LUMO gap (alpha / beta)   4.18 / 6.26 eV
LUMO (alpha / beta)   -0.48 / -0.78 eV

Formula: C5H10O
Source: OMol25
Level of theory: ωB97M-V/def2-TZVPD

Geometry as XYZ:
```
16
C5H10O (ωB97M-V/def2-TZVPD)
C -0.11 0.49 -1.46
C -0.40 -0.30 -0.17
C -0.14 -1.80 -0.41
C 0.39 0.29 1.12
C 0.19 1.70 1.54
O -0.57 2.48 1.03
H -0.73 0.13 -2.29
H 0.94 0.38 -1.77
H -0.32 1.55 -1.32
H -1.46 -0.17 0.08
H -0.37 -2.39 0.48
H -0.76 -2.19 -1.23
H 0.90 -2.00 -0.69
H 0.27 -0.33 2.03
H 1.37 0.13 0.66
H 0.80 2.02 2.42
```

2S+1   1
Highest occupied orbital energy   -9.86 eV
Energy relative to the best compared isomer or geometry (same formula, charge and spin)   0.688 eV
F_max   3.02 eV/Å
HOMO-LUMO gap   10.90 eV
LUMO   1.03 eV
SMILES   CC(C)CC=O